## a
C6H29NO9 | ωB97M-V with the def2-TZVPD basis set

## Properties
HOMO-LUMO gap	8.91	eV
SMILES string	C=C/C(=C/C)NC.O.O.O.O.O.O.O.O.O
charge	0
molecular weight	259.3	g mol⁻¹
E_HOMO	-8.63	eV
LUMO level	0.3	eV

Positions of all 45 atoms, in Å:
C: 1.660 1.212 -2.167
C: 0.581 1.849 -1.751
C: 0.099 1.843 -0.335
C: 0.545 2.760 0.528
C: 0.066 3.003 1.923
N: -0.913 0.885 -0.066
C: -0.673 -0.035 1.046
H: 1.993 1.220 -3.202
H: 2.293 0.628 -1.511
H: -0.036 2.417 -2.445
H: 1.300 3.434 0.160
H: 0.188 4.046 2.189
H: 0.595 2.410 2.678
H: -0.992 2.769 2.077
H: -1.105 0.337 -0.898
H: 0.108 -0.771 0.832
H: -1.586 -0.594 1.257
H: -0.389 0.497 1.945
O: 2.885 0.442 1.239
H: 3.238 0.982 1.962
H: 2.129 0.938 0.907
O: -2.291 -2.959 0.172
H: -2.559 -3.873 -0.017
H: -1.545 -3.012 0.821
O: 1.100 -1.984 -2.781
H: 0.223 -1.699 -2.454
H: 0.910 -2.578 -3.514
O: -1.507 -1.429 -1.938
H: -1.827 -1.969 -1.177
H: -2.247 -1.359 -2.561
O: -2.972 3.689 -1.234
H: -3.348 3.414 -0.375
H: -2.184 3.138 -1.293
O: 2.290 -2.333 1.610
H: 2.485 -1.382 1.564
H: 2.508 -2.705 0.728
O: 2.819 -3.178 -0.981
H: 2.171 -2.720 -1.564
H: 3.679 -2.851 -1.266
O: -0.231 -3.278 1.950
H: 0.692 -2.947 1.817
H: -0.311 -3.462 2.896
O: -3.312 2.112 1.203
H: -4.004 1.442 1.179
H: -2.526 1.654 0.847



## b
C6H29NO9 | ωB97M-V with the def2-TZVPD basis set

## Properties
HOMO-LUMO gap	9.52	eV
SMILES string	C=N/C=C/CCC.O.O.O.O.O.O.O.O.O
charge	0
molecular weight	259.3	g mol⁻¹
E_HOMO	-9.15	eV
LUMO level	0.4	eV

Positions of all 45 atoms, in Å:
C: -2.822 0.688 -0.103
N: -1.954 -0.129 -0.512
C: -1.562 -1.254 0.263
C: -0.413 -1.322 0.926
C: 0.037 -2.555 1.646
C: 0.454 -2.255 3.097
C: 1.678 -1.371 3.210
H: -3.340 0.616 0.859
H: -3.064 1.568 -0.704
H: -2.249 -2.098 0.202
H: 0.252 -0.468 0.986
H: 0.927 -2.929 1.107
H: -0.693 -3.361 1.613
H: 0.647 -3.208 3.619
H: -0.431 -1.851 3.634
H: 2.053 -1.298 4.238
H: 2.497 -1.757 2.584
H: 1.481 -0.343 2.872
O: 3.399 -1.482 -0.264
H: 2.951 -0.629 -0.281
H: 2.831 -2.114 -0.751
O: -1.722 0.704 2.672
H: -1.638 1.012 3.585
H: -1.281 -0.162 2.722
O: 1.784 -3.097 -1.714
H: 1.116 -2.543 -2.182
H: 2.262 -3.548 -2.418
O: 0.233 0.973 -2.430
H: -0.559 0.745 -1.901
H: 0.924 1.021 -1.711
O: -0.062 -1.647 -3.034
H: -0.830 -1.628 -2.450
H: 0.253 -0.720 -3.052
O: -0.284 3.610 -2.821
H: 0.021 2.678 -2.713
H: -0.721 3.625 -3.678
O: -0.108 2.364 1.226
H: -0.681 2.929 0.663
H: -0.734 1.769 1.698
O: 1.815 1.227 -0.285
H: 1.113 1.671 0.276
H: 2.549 1.855 -0.275
O: -1.726 3.643 -0.516
H: -1.234 3.578 -1.358
H: -1.832 4.567 -0.278



Stability, lowest: a



## a
C11H18O | ωB97M-V with the def2-TZVPD basis set

## Properties
HOMO-LUMO gap	9.25	eV
SMILES string	Cc1ccc(O)cc1.CC(C)C
charge	0
molecular weight	166.3	g mol⁻¹
E_HOMO	-8.40	eV
LUMO level	0.9	eV

Positions of all 30 atoms, in Å:
C: -3.170 -0.063 -1.919
C: -1.781 0.432 -1.546
C: -1.733 0.894 -0.224
C: -0.499 1.428 0.193
C: 0.520 1.791 -0.742
O: 1.704 2.400 -0.342
C: 0.406 1.451 -2.085
C: -0.722 0.652 -2.433
H: -3.557 0.262 -2.785
H: -3.934 0.100 -0.984
H: -3.175 -1.214 -2.052
H: -2.677 0.760 0.497
H: -0.387 1.754 1.225
H: 1.784 2.422 0.558
H: 1.130 1.832 -2.829
H: -0.763 0.091 -3.455
C: 0.788 -3.330 1.907
C: 1.058 -1.846 1.559
C: 0.260 -1.027 2.612
C: 2.561 -1.396 1.482
H: 0.654 -3.635 2.977
H: 1.551 -3.920 1.623
H: -0.166 -3.577 1.515
H: 0.718 -1.875 0.472
H: 0.311 -1.427 3.682
H: 0.680 -0.003 2.711
H: -0.767 -0.979 2.274
H: 3.152 -2.108 1.009
H: 2.755 -0.305 0.969
H: 2.944 -1.292 2.509



## b
C11H18O | ωB97M-V with the def2-TZVPD basis set

## Properties
HOMO-LUMO gap	8.75	eV
SMILES string	Cc1ccc(O)cc1.CC(C)C
charge	0
molecular weight	166.3	g mol⁻¹
E_HOMO	-8.01	eV
LUMO level	0.7	eV

Positions of all 30 atoms, in Å:
C: -1.327 -0.813 -3.036
C: -0.837 -1.379 -1.774
C: 0.424 -1.861 -1.560
C: 0.876 -2.360 -0.336
C: 0.028 -2.184 0.768
O: 0.280 -2.667 1.946
C: -1.186 -1.469 0.695
C: -1.645 -1.200 -0.551
H: -1.827 -1.663 -3.627
H: -0.704 -0.100 -3.702
H: -2.255 -0.254 -2.857
H: 1.010 -2.110 -2.427
H: 1.827 -2.825 -0.289
H: 1.051 -3.283 1.950
H: -1.832 -1.353 1.552
H: -2.685 -1.109 -0.754
C: 1.913 2.411 0.348
C: 0.692 1.545 0.884
C: 0.622 1.640 2.439
C: -0.675 1.787 0.263
H: 1.932 2.212 -0.720
H: 2.822 2.163 0.967
H: 1.878 3.558 0.628
H: 1.079 0.493 0.532
H: 0.457 2.741 2.710
H: -0.260 1.097 2.754
H: 1.543 1.254 2.915
H: -1.146 2.809 0.536
H: -0.678 1.967 -0.794
H: -1.375 0.952 0.539



Stability, lowest: a



## a
C2H3ClO2S | ωB97M-V with the def2-TZVPD basis set

## Properties
HOMO-LUMO gap (alpha / beta)	7.23 / 7.20	eV
SMILES string	C=S(=O)=C(O)Cl
charge	0
molecular weight	126.6	g mol⁻¹
E_HOMO (alpha / beta)	-8.43 / -8.41	eV
LUMO level (alpha / beta)	-1.2 / -1.2	eV

Positions of all 9 atoms, in Å:
C: -1.530 -0.975 -0.269
S: -0.329 -0.218 -1.117
O: -0.441 1.210 -1.307
C: 1.230 -0.108 0.509
O: 2.150 0.595 -0.049
Cl: 0.520 0.460 1.990
H: -1.771 -1.968 -0.418
H: -2.163 -0.476 0.436
H: 2.334 1.481 0.226



## b
C2H3ClO2S | ωB97M-V with the def2-TZVPD basis set

## Properties
HOMO-LUMO gap	10.23	eV
charge	0
molecular weight	126.6	g mol⁻¹
E_HOMO	-10.18	eV
LUMO level	0.0	eV

Positions of all 9 atoms, in Å:
C: -0.366 -1.043 -1.008
C: 0.731 -0.380 -0.660
O: 0.682 1.657 2.582
O: 0.956 0.430 0.482
S: -0.059 0.749 1.753
Cl: -1.633 1.727 0.781
H: -1.298 -1.186 -0.553
H: -0.504 -1.553 -2.009
H: 1.491 -0.401 -1.369



Stability, lowest: a



## a
C3H5Br | ωB97M-V with the def2-TZVPD basis set

## Properties
HOMO-LUMO gap	10.74	eV
SMILES string	C#CC.Br
charge	0
molecular weight	121.0	g mol⁻¹
E_HOMO	-9.94	eV
LUMO level	0.8	eV

Positions of all 9 atoms, in Å:
C: 0.305 -0.320 -0.357
C: -0.846 -0.241 -0.042
C: -2.248 -0.175 0.311
H: 1.319 -0.404 -0.607
H: -2.822 0.255 -0.509
H: -2.620 -1.178 0.516
H: -2.382 0.440 1.201
Br: 4.515 0.177 0.011
H: 4.780 1.445 -0.524



## b
C3H5Br | ωB97M-V with the def2-TZVPD basis set

## Properties
HOMO-LUMO gap	10.78	eV
charge	0
molecular weight	121.0	g mol⁻¹
E_HOMO	-9.88	eV
LUMO level	0.9	eV

Positions of all 9 atoms, in Å:
C: -0.316 -1.375 -0.252
C: -0.359 -0.143 -0.719
C: 0.355 1.241 0.404
Br: -0.106 1.017 2.289
H: -0.560 -2.238 -0.955
H: 0.108 -1.868 0.615
H: -0.612 0.077 -1.734
H: -0.010 2.189 0.051
H: 1.499 1.100 0.301



Stability, lowest: b